A 2-piece molecular cluster, C8H16N overall, computed with ωB97M-V with the def2-TZVPD basis set.

Results
Multiplicity ... 3
HOMO-LUMO gap (alpha / beta) ... 0.243 / 0.256 Eh
Relative energy (zero: lowest compared OMol25 entry of this formula, charge and spin) ... 3.8229 eV
LUMO (alpha / beta) ... -2.880 / -6.610 eV
Charge ... +1
Max |F| ... 0.1186 Eh/bohr

Atoms and positions in Å:
C 2.471 -1.472 -0.004
C 1.635 1.440 -1.244
C 1.314 -1.427 0.662
C 0.420 1.033 -0.817
C 0.189 1.180 1.533
C -2.391 0.461 -0.017
C -1.100 -1.379 -0.830
C 0.098 0.263 0.395
N -1.207 -0.437 0.324
H 3.307 -2.073 0.247
H 2.787 -0.747 -0.833
H 1.775 2.015 -2.150
H 2.529 1.305 -0.692
H 0.820 -1.905 1.537
H -0.426 1.181 -1.380
H -0.820 1.499 1.897
H 0.737 2.065 1.300
H 0.555 0.630 2.498
H -2.781 0.937 0.892
H -2.078 1.225 -0.645
H -3.196 -0.107 -0.477
H -1.816 -2.204 -0.741
H -1.219 -0.807 -1.760
H -0.084 -1.703 -0.810
H -1.521 -0.972 1.116